Here is a molecular structure, C29H25N4O5V at a distorted geometry from OMol25. Energies are from ωB97M-V/def2-TZVPD.

The spin multiplicity is 2. The calculation puts the HOMO energy (spin up / spin down) at -11.4 / -11.4 eV. The value obtained for the energy is -72362.3126 eV. As for the total charge: +1. The calculation puts the HOMO-LUMO gap (spin up / spin down) at 0.2791 / 0.2911 Ha.

Each line ends with the natural charge from an NBO analysis.
Element x y z (Å)
V1 1.73190 0.01235 -0.47544  1.3822
O1 7.17406 -2.15820 0.85163  -0.6156
C1 5.94601 -1.73695 0.53882  0.3872
C2 4.83062 -2.58648 0.53028  -0.2686
C3 3.62605 -2.03430 0.17875  0.1414
N1 3.53174 -0.74309 -0.10491  -0.4811
C4 4.57930 0.08032 -0.10481  0.1214
C5 5.82824 -0.37894 0.20148  -0.2356
C6 4.11525 1.47128 -0.51730  0.7719
O2 4.79862 2.40506 -0.74558  -0.4679
O3 2.74207 1.43410 -0.61411  -0.6291
C7 2.25665 -2.68184 0.02761  0.7750
O4 1.98651 -3.80007 0.30555  -0.4888
O5 1.39585 -1.74558 -0.46488  -0.6498
H1 7.18689 -3.10537 1.05445  0.5008
H2 4.90510 -3.63834 0.77935  0.2562
H3 6.69687 0.26521 0.18968  0.2715
C8 -3.31149 -2.60643 -0.68425  -0.6467
C9 -4.06785 -1.37202 -0.25840  -0.0456
C10 -5.30014 -1.49613 0.38811  -0.1905
C11 -6.03578 -0.38663 0.76484  -0.1815
C12 -5.55593 0.89385 0.50572  -0.2062
C13 -4.33118 1.04437 -0.11678  -0.2185
C14 -3.60066 -0.07949 -0.49150  0.1470
N2 -2.31937 0.11328 -1.11887  -0.6072
C15 -1.16766 0.10710 -0.43289  0.7034
N3 -1.17367 -0.35842 0.81933  -0.5756
C16 -0.15063 -0.17232 1.79652  0.0919
C17 1.15057 0.18356 1.45037  -0.2217
C18 2.06161 0.41226 2.48398  -0.2236
C19 1.69427 0.25943 3.80924  -0.2028
C20 0.40014 -0.13670 4.11848  -0.2066
C21 -0.54567 -0.34671 3.12781  0.0553
C22 -1.95987 -0.74119 3.47265  -0.6683
N4 -0.02980 0.53339 -0.97100  -0.6338
C23 -0.03760 1.22485 -2.24116  0.1447
C24 0.16876 0.49078 -3.40771  -0.2541
C25 0.18808 1.12716 -4.63972  -0.2048
C26 -0.01741 2.49742 -4.69454  -0.1848
C27 -0.20637 3.22148 -3.52579  -0.1802
C28 -0.20591 2.61154 -2.27455  -0.0380
C29 -0.33198 3.44857 -1.02957  -0.6433
H4 -3.92420 -3.20849 -1.35578  0.2411
H5 -3.06927 -3.23363 0.17605  0.2315
H6 -2.38434 -2.36805 -1.19999  0.2237
H7 -5.68637 -2.48969 0.58665  0.2243
H8 -6.98964 -0.51764 1.25946  0.2299
H9 -6.13168 1.76442 0.78927  0.2307
H10 -3.92805 2.02950 -0.32032  0.2241
H11 -2.27925 0.51299 -2.04615  0.4311
H12 -2.06853 -0.68461 1.15549  0.4386
H13 3.07499 0.72194 2.25720  0.2078
H14 2.41137 0.43878 4.59954  0.2273
H15 0.11117 -0.27368 5.15401  0.2223
H16 -2.08654 -0.80431 4.55131  0.2417
H17 -2.22302 -1.72026 3.05885  0.2199
H18 -2.68750 -0.01150 3.10161  0.2221
H19 0.29852 -0.58360 -3.33737  0.2242
H20 0.35384 0.55820 -5.54490  0.2304
H21 -0.02623 3.00616 -5.64969  0.2300
H22 -0.34886 4.29493 -3.58015  0.2242
H23 0.55998 4.06583 -0.90827  0.2442
H24 -0.43623 2.84752 -0.12931  0.2204
H25 -1.18636 4.12304 -1.09839  0.2309

Here is a molecular structure, C29H26Cl5IrN3O5 at a distorted geometry from OMol25. Energies are from ωB97M-V/def2-TZVPD.

The spin multiplicity is 6. The calculation puts the HOMO energy (spin up / spin down) at -12.7 / -12.7 eV. The calculation puts the energy relative to the best compared isomer or geometry (same formula, charge and spin) at 37.1 kJ/mol. The value obtained for the energy is -110635.3133 eV. As for the total charge: +2. The calculation puts the HOMO-LUMO gap (spin up / spin down) at 0.2638 / 0.1265 Ha.

Each line ends with the natural charge from an NBO analysis.
Element x y z (Å)
Ir1 -0.22710 0.24640 0.15690  1.2974
N1 0.73090 2.34510 0.76460  -0.8522
C1 -0.10930 3.06530 1.73540  -0.2269
C2 -0.10870 2.37550 3.10230  -0.5286
C3 -0.08910 0.84580 2.90980  0.8111
O1 0.83750 0.20270 3.39350  -0.6631
O2 -1.00210 0.36750 2.16700  -0.7861
H1 1.68920 2.29460 1.10770  0.3950
H2 0.73100 2.83530 -0.12550  0.4046
H3 -1.11990 3.09790 1.32280  0.2252
H4 0.24520 4.09420 1.87550  0.2135
H5 -1.00460 2.64830 3.65530  0.2573
H6 0.76840 2.63840 3.69230  0.2369
Cl1 0.27840 -3.14190 -6.35990  0.1972
C4 0.20200 -2.00450 -5.10350  -0.0056
C5 -0.10490 -2.42530 -3.79200  -0.0688
Cl2 -0.47420 -4.06350 -3.47480  0.1266
C6 -0.10720 -1.50240 -2.76870  -0.1362
Cl3 -0.52490 -1.98720 -1.17760  0.1218
C7 0.21000 -0.12170 -2.95820  0.4450
O3 0.30470 0.69730 -2.00380  -0.5790
C8 0.40870 0.27680 -4.32410  -0.0880
Cl4 0.63730 1.93420 -4.61890  0.1403
C9 0.42670 -0.63910 -5.36410  -0.1033
Cl5 0.70580 -0.11680 -6.97120  0.1350
C10 -0.20550 5.71260 -3.64510  -0.2570
O4 -1.05680 4.62060 -3.33130  -0.5296
C11 -1.83480 4.67050 -2.23440  0.3727
C12 -1.84990 5.70670 -1.30420  -0.3118
C13 -2.72310 5.66970 -0.23270  -0.1673
C14 -3.59110 4.59440 -0.06410  -0.2326
C15 -3.59400 3.55440 -0.97140  -0.1651
C16 -2.72490 3.57390 -2.06190  0.0352
N2 -2.77540 2.67220 -3.11000  -0.4586
C17 -3.37980 1.51080 -3.23910  0.2228
C18 -3.80250 0.60410 -2.24790  -0.2854
C19 -4.82260 -0.31660 -2.56240  -0.1219
C20 -5.24240 -1.26830 -1.66980  -0.2625
C21 -4.60810 -1.38420 -0.41850  -0.1413
C22 -3.57910 -0.55320 -0.08530  -0.2774
C23 -3.12510 0.48110 -0.96420  0.4210
O5 -2.13040 1.20250 -0.67810  -0.7487
H7 0.25500 5.45670 -4.59670  0.2097
H8 0.57130 5.84230 -2.88760  0.1868
H9 -0.76830 6.64230 -3.75550  0.2004
H10 -1.20030 6.55490 -1.44200  0.2336
H11 -2.75030 6.49940 0.45620  0.2345
H12 -4.28980 4.59120 0.75760  0.2347
H13 -4.32230 2.76510 -0.87800  0.2299
H14 -2.33910 3.06540 -3.94460  0.4380
H15 -3.54950 1.20030 -4.26430  0.2146
H16 -5.32210 -0.22320 -3.51280  0.2225
H17 -6.06180 -1.92340 -1.92090  0.2364
H18 -4.94670 -2.14110 0.27160  0.2271
H19 -3.06140 -0.63330 0.86210  0.2185
N3 1.23350 -1.50980 1.38090  -0.7296
C24 0.84870 -2.83780 1.51310  0.2337
C25 -0.43110 -3.14360 2.01920  -0.1421
C26 -0.83800 -4.45390 2.13210  -0.2059
C27 0.02180 -5.49210 1.77430  -0.0454
C28 1.29690 -5.20200 1.29240  -0.1855
C29 1.70360 -3.89320 1.14130  -0.1843
H20 2.20440 -1.42370 1.08810  0.4081
H21 1.07310 -0.96240 2.26370  0.4610
H22 -1.08370 -2.33330 2.31390  0.2510
H23 -1.82260 -4.68620 2.50850  0.2517
H24 -0.29170 -6.51940 1.87730  0.2472
H25 1.97370 -6.00500 1.04580  0.2535
H26 2.69330 -3.67400 0.76660  0.2381

Here is a molecular structure, C29H26F4N6O2PtTe at a distorted geometry from OMol25. Energies are from ωB97M-V/def2-TZVPD.

The spin multiplicity is 5. The calculation puts the HOMO energy (spin up / spin down) at -13.3 / -13.2 eV. The calculation puts the energy relative to the best compared isomer or geometry (same formula, charge and spin) at 221.4 kJ/mol. The value obtained for the energy is -64918.1162 eV. As for the total charge: +2. The calculation puts the HOMO-LUMO gap (spin up / spin down) at 0.2684 / 0.1553 Ha.

Each line ends with the natural charge from an NBO analysis.
Element x y z (Å)
Pt1 -1.76093 -0.54679 1.36668  0.8981
O1 -2.21293 -1.48269 3.39318  -0.6984
C1 -1.06793 -1.08469 3.69768  0.7783
O2 -0.34503 -0.47789 2.87698  -0.6434
C2 -0.59793 -1.33429 5.13448  -0.1606
N1 -1.77913 -1.85639 5.88728  -0.5137
C3 -2.12823 -0.86359 6.94768  -0.2313
C4 -0.80903 -0.16199 7.23868  -0.4205
C5 -0.17463 -0.04259 5.85378  -0.4090
H1 0.21257 -2.06829 5.12488  0.2645
H2 -1.59583 -2.77199 6.30208  0.4466
H3 -2.53363 -1.96499 5.17178  0.4790
H4 -2.55733 -1.35349 7.81958  0.2524
H5 -2.85453 -0.15869 6.54408  0.2309
H6 -0.18003 -0.75739 7.89808  0.2297
H7 -0.96273 0.80811 7.70508  0.2633
H8 0.90757 0.04431 5.89648  0.2603
H9 -0.56823 0.82891 5.33088  0.2305
F1 -1.25743 -1.66739 -1.69722  -0.3017
C6 -1.58903 -0.93559 -2.78732  0.3431
C7 -0.54533 -0.42679 -3.51792  0.4004
F2 0.69417 -0.68969 -3.04092  -0.3121
C8 -0.72943 0.35051 -4.68402  -0.1510
C9 -2.07533 0.46701 -5.11812  0.4335
C10 -3.13323 -0.03609 -4.37252  0.3846
F3 -4.36993 0.18031 -4.79302  -0.2542
C11 -2.93203 -0.70229 -3.14372  -0.1615
C12 -4.01783 -0.98569 -2.23152  -0.1229
C13 -3.64563 -0.99609 -0.91942  0.4543
N2 -3.16033 -0.88859 0.13888  -0.3442
C14 -5.35983 -1.10019 -2.62442  0.2063
N3 -6.45543 -1.22319 -2.93772  -0.1065
F4 -2.34623 1.15401 -6.21562  -0.2575
C15 0.35547 1.03481 -5.30212  -0.1281
C16 1.56167 1.17211 -4.60962  0.2599
N4 2.50767 1.29771 -3.96492  -0.2301
C17 0.27587 1.70901 -6.52542  0.2199
N5 0.26977 2.28991 -7.51642  -0.1279
C18 -2.52643 2.20841 -0.15252  -0.6060
C19 -1.02253 1.88981 0.01828  0.0007
C20 -0.56203 2.47461 1.37288  -0.6024
C21 -0.23663 2.51671 -1.13722  -0.5974
N6 -0.83083 0.49161 0.03768  -0.4422
H10 -2.67023 3.28531 -0.14982  0.2424
H11 -3.09963 1.77591 0.67128  0.2133
H12 -2.89873 1.81051 -1.09232  0.1998
H13 -0.71163 3.55001 1.37958  0.2403
H14 0.49017 2.24891 1.53488  0.2160
H15 -1.15323 2.03031 2.17758  0.2059
H16 -0.34283 3.59751 -1.11872  0.2397
H17 -0.61343 2.14701 -2.08642  0.2005
H18 0.81387 2.26191 -1.05122  0.2104
C22 2.63177 -2.33169 -1.00452  -0.6634
Te1 1.28447 -0.78459 -0.17482  1.0665
C23 2.81037 0.51941 -0.99292  -0.6550
C24 4.01117 -0.28759 -1.34572  -0.0931
C25 5.20307 0.33221 -1.70752  -0.1813
C26 6.30017 -0.43519 -2.05162  -0.1842
C27 6.21827 -1.82999 -2.03202  -0.1814
C28 5.04327 -2.45529 -1.66052  -0.2209
C29 3.92547 -1.69049 -1.33892  0.0147
H19 2.13337 -2.71789 -1.89522  0.2386
H20 2.73697 -3.14599 -0.28722  0.2456
H21 3.05087 1.31231 -0.28512  0.2485
H22 2.43587 0.97521 -1.91942  0.2710
H23 5.26897 1.40921 -1.72592  0.2240
H24 7.22377 0.04141 -2.33902  0.2335
H25 7.07067 -2.42659 -2.31862  0.2329
H26 4.97607 -3.53259 -1.65072  0.2223